# 1
Density functional theory data (ωB97M-V/def2-TZVPD) for a single C9H20OSi molecule.

Geometry as XYZ:
```
31
Properties=species:S:1:pos:R:3:forces:R:3
C 1.02575 0.32718 -2.60102 -0.67 0.61 -2.72
C 0.89564 1.15934 -1.35801 0.29 -1.90 0.33
Si 0.04738 0.10555 -0.00697 0.01 0.02 1.44
C -1.79785 -0.19670 -0.40142 1.51 -0.35 -1.88
C -2.59218 0.93192 -1.03207 2.90 2.75 -0.83
C 0.18231 1.10181 1.67440 -1.38 -1.04 -1.99
C -0.77921 0.46658 2.66086 2.20 2.32 2.40
C 0.99872 -1.90048 0.27468 0.17 2.54 0.41
C 2.43574 -1.53045 0.79075 0.87 1.94 -2.57
C 0.26601 -2.68686 1.26090 -2.23 -0.11 -0.02
O 0.21689 -2.59334 2.46570 0.89 -0.04 0.08
H 1.94492 -0.18719 -2.82021 0.42 -0.71 0.81
H 0.16167 -0.34710 -2.68322 0.34 -0.02 -0.55
H 1.04454 1.03042 -3.49222 -0.56 -0.80 0.71
H 0.30900 1.99866 -1.69784 -0.03 0.65 0.86
H 1.91411 1.36646 -1.08033 0.21 0.97 0.57
H -1.74455 -1.14654 -0.92374 -0.34 -0.12 -0.86
H -2.27567 -0.48164 0.46232 -0.98 -0.62 2.43
H -1.89007 1.56058 -1.79081 -1.74 -1.51 1.40
H -3.53921 0.78035 -1.52144 -0.25 -0.54 0.00
H -2.70313 1.65029 -0.19724 -0.45 -0.07 -0.52
H 1.23928 0.97933 1.93755 -0.31 0.92 0.36
H -0.29512 2.07052 1.46451 1.40 0.38 -0.17
H -1.79124 0.63901 2.51679 -1.93 0.14 -1.06
H -0.51886 -0.52839 2.65206 -0.09 -2.37 0.95
H -0.64178 0.96424 3.68353 0.16 -1.05 -1.00
H 0.78395 -2.41190 -0.68430 1.16 0.45 0.21
H 3.16646 -2.31955 0.71130 0.20 -0.53 -0.91
H 2.57927 -1.34892 1.83709 -1.10 0.59 0.74
H 2.87493 -0.55656 0.21405 -0.89 -2.38 1.31
H -0.47489 -3.37387 0.77835 0.24 -0.13 0.08
```
Forces are in eV/Å.

Calculated values
2S+1 ... 1
DFT total energy ... -719.565127 a.u.
SMILES ... CC[Si](CC)(CC)[C@@H](C)C=O
Total charge ... 0

---

# 2
Density functional theory data (ωB97M-V/def2-TZVPD) for a molecular structure, C9H21AuN2O8P2SSe.

Geometry as XYZ:
```
45
Properties=species:S:1:pos:R:3:forces:R:3
Au -0.27025 0.02930 -1.70645 -0.25 0.46 0.06
C 1.03586 -3.79575 0.32679 -0.17 0.02 -0.06
C 0.73680 -2.39477 -0.18112 0.17 -0.24 -0.13
O -0.21538 -2.38091 -1.27470 -0.28 -0.30 0.18
P 2.18722 -1.59986 -0.93344 0.26 0.20 -0.24
O 2.87242 -2.71502 -1.79508 -0.22 0.05 0.16
O 3.23992 -1.20565 0.15114 0.15 -0.02 -0.25
O 1.73391 -0.42228 -1.81456 0.16 -0.37 0.27
P 0.09925 -1.20329 1.13317 0.23 0.45 0.11
O 0.32885 -1.91929 2.53513 0.05 -0.02 -0.17
O -1.33836 -0.94094 0.83635 0.16 0.04 -0.05
O 1.09035 -0.06046 1.05195 -0.29 -0.17 0.18
H 1.42589 -4.43323 -0.46733 -0.01 0.00 -0.02
H 0.11966 -4.23704 0.72301 0.02 -0.02 0.02
H 1.76751 -3.76239 1.13219 0.02 0.01 0.00
H -0.33308 -3.26498 -1.65465 0.14 0.13 -0.05
H 3.67068 -2.50203 -2.29403 0.10 0.04 -0.06
H 2.78521 -0.60682 0.78870 -0.16 0.06 0.13
H -0.41277 -2.44850 2.85084 -0.08 -0.01 0.05
C -3.64992 -1.59384 -1.07540 -0.04 -0.09 -0.16
S -3.39428 0.12937 -0.78375 0.41 0.30 0.21
C -4.79909 0.80896 -1.61505 -0.12 -0.02 -0.17
O -2.26702 0.55602 -1.80401 -0.26 -0.14 -0.04
H -3.65854 -1.75685 -2.15306 -0.03 -0.08 0.02
H -4.60761 -1.86659 -0.63107 0.02 -0.02 0.01
H -2.83641 -2.11046 -0.57627 0.03 -0.05 0.00
H -5.68617 0.49200 -1.06616 -0.02 0.02 -0.01
H -4.82017 0.45132 -2.64290 -0.06 0.03 -0.01
H -4.71437 1.89240 -1.57862 -0.01 0.01 -0.01
C 2.92497 2.54787 -0.95475 -0.08 0.08 0.18
N 2.12722 2.65766 0.27654 0.23 -0.18 -0.09
C 2.62530 2.71303 1.54839 -0.04 0.04 -0.10
C 1.56204 2.77669 2.39467 -0.08 0.04 -0.03
N 0.43413 2.78983 1.62620 -0.17 0.03 0.20
C -0.94337 2.73766 2.13153 0.17 0.00 -0.07
C 0.79225 2.68748 0.34195 0.08 0.11 -0.07
Se -0.38758 2.64262 -1.11245 0.02 -0.33 0.05
H 3.97275 2.54126 -0.67043 0.01 -0.02 -0.02
H 2.73833 3.40918 -1.59235 0.01 0.00 -0.02
H 2.67164 1.61691 -1.45732 0.00 0.00 -0.03
H 3.68212 2.72412 1.74827 0.02 0.00 0.00
H 1.52204 2.81766 3.46867 0.00 -0.01 0.02
H -0.94880 3.12054 3.14713 -0.01 -0.01 0.01
H -1.28939 1.70500 2.10968 -0.03 -0.01 0.00
H -1.57378 3.37408 1.51265 -0.02 0.00 0.00
```
Forces are in eV/Å.

Calculated values
2S+1 ... 3
DFT total energy ... -4684.570552 a.u.
Total charge ... +2
<S²> ... 2.0140

---

# 3
Density functional theory data (ωB97M-V/def2-TZVPD) for 2 unconnected molecules or ions with the total composition C9H21BN4O5S3.

Geometry as XYZ:
```
43
Properties=species:S:1:pos:R:3:forces:R:3
N 2.61525 4.66237 1.17110 -2.69 -0.64 -0.10
B 1.31429 3.83890 1.03897 -0.03 3.97 -1.33
O 0.10482 4.48187 0.42692 1.87 -1.46 2.80
S 1.39635 2.05474 1.63997 1.62 -5.13 5.40
O 0.69565 2.05009 3.05416 1.04 0.80 -4.63
O 2.86692 1.56414 1.93258 -4.36 2.04 -2.22
N 0.51059 0.90990 0.66336 2.41 2.58 -1.47
S 0.89455 1.04125 -1.03482 -4.84 -2.40 -2.21
O 0.69733 -0.40501 -1.63618 1.16 3.80 2.41
O -0.16697 1.93502 -1.78308 4.16 -1.84 2.60
C 2.66281 1.52435 -1.41796 1.57 1.10 -1.23
C 2.89320 1.25406 -3.05202 -0.26 -0.17 -0.03
C 3.36150 2.62683 -3.85119 0.04 -0.66 0.78
S 2.32148 2.85152 -5.41341 0.07 -0.12 -0.02
H 2.73762 4.96039 2.16753 0.36 -0.48 -1.32
H 2.60750 5.47519 0.51039 -0.27 -0.78 1.27
H -0.48724 4.77045 1.18704 0.96 -0.62 -1.41
H 3.46979 0.96639 -0.75866 -2.19 0.97 -1.16
H 2.84715 2.69055 -1.28259 -0.77 -2.45 0.14
H 3.70814 0.38890 -3.16045 -1.91 2.00 0.11
H 1.88060 0.91467 -3.58032 2.32 0.50 1.54
H 3.24298 3.60901 -3.22066 0.32 -2.09 -1.05
H 4.48593 2.50251 -4.21188 -2.53 0.48 0.60
H 1.00297 2.41463 -5.20581 1.52 0.29 0.70
C -1.72614 -5.61750 2.71751 0.37 0.15 -0.22
C -2.86993 -4.64198 2.51159 -0.36 -0.23 0.37
N -2.54255 -3.48958 1.65594 -0.26 0.36 -0.47
C -1.28690 -3.05053 1.25804 -0.56 0.06 0.05
C -1.47410 -1.91855 0.51964 -0.50 -0.13 0.20
N -2.83597 -1.68702 0.48203 0.11 -0.66 0.35
C -3.47186 -2.65218 1.16092 0.93 0.05 0.03
C -3.49588 -0.56768 -0.17964 -0.25 0.26 -0.18
H -0.87639 -5.13211 3.20705 -0.11 -0.10 -0.01
H -2.04243 -6.45201 3.35145 -0.06 0.24 -0.14
H -1.38236 -6.02394 1.76096 -0.05 0.01 0.14
H -3.20011 -4.24444 3.47797 0.04 -0.07 -0.16
H -3.71775 -5.16446 2.05397 0.13 0.19 0.05
H -0.40441 -3.59230 1.55149 0.03 0.22 -0.13
H -0.80605 -1.23940 0.01780 0.43 0.03 -0.07
H -4.54431 -2.73753 1.29677 0.32 0.03 -0.02
H -4.06856 -0.00619 0.56281 0.11 -0.04 -0.16
H -4.16445 -0.95554 -0.95260 0.11 0.12 0.09
H -2.75306 0.09023 -0.63671 0.01 -0.19 0.14
```
Forces are in eV/Å.

Calculated values
2S+1 ... 1
DFT total energy ... -2169.991041 a.u.
Total charge ... 0

---

# 4
Density functional theory data (ωB97M-V/def2-TZVPD) for a molecular structure, C9H21BaN2O3P2.

Geometry as XYZ:
```
38
Properties=species:S:1:pos:R:3:forces:R:3
C -1.34495 -2.02663 -1.49277 -0.27 0.12 0.07
C -0.34409 -0.88674 -1.29267 0.55 -0.06 -0.52
C 0.40043 -0.70725 -2.64443 0.06 0.13 0.22
C 0.61735 -1.26343 -0.14829 -0.13 0.25 0.24
C 0.99362 -0.14215 0.85240 -0.57 0.59 0.15
P 1.76932 -1.03790 2.33762 0.37 -0.64 -0.10
N 2.12143 -2.51814 2.07018 0.14 0.45 -0.01
P 2.30722 0.93243 0.24434 -0.53 -1.94 0.28
O 2.42505 0.88454 -1.36658 0.02 1.21 0.53
O 1.98631 2.57713 0.57032 -0.04 -0.37 -0.73
C -0.23026 0.66793 1.34616 0.07 -0.26 -0.04
C -1.41794 0.78919 0.37259 -0.01 0.50 0.09
C -2.59893 -0.03158 0.88278 0.31 -0.31 0.05
C -1.84709 2.25542 0.32461 -0.23 -0.23 -0.05
N -1.03168 0.40438 -1.01307 -0.26 -0.60 0.48
O -1.92605 0.67138 -1.87405 0.07 0.44 -0.42
H -1.83381 -1.92454 -2.45417 -0.08 0.03 -0.09
H -2.12388 -2.03368 -0.73997 0.03 -0.13 0.17
H -0.81997 -2.97696 -1.46998 0.08 -0.14 -0.04
H 1.43237 -1.03250 -2.59328 0.14 -0.15 0.02
H -0.07624 -1.27215 -3.43376 -0.12 -0.01 -0.13
H 0.38142 0.33608 -2.95782 -0.11 0.08 -0.16
H 1.51768 -1.71732 -0.54992 0.09 -0.15 -0.05
H 0.17112 -2.04381 0.46487 -0.11 -0.11 0.03
H 0.79217 -0.80289 3.30568 -0.17 0.14 0.07
H 2.84821 -0.20293 2.72202 -0.18 0.32 0.12
H 3.09772 -2.74270 2.19706 0.04 -0.38 -0.05
H 1.63808 1.26757 -1.79120 -0.26 -0.55 -0.64
H 1.67024 3.02786 -0.22706 -0.85 0.32 0.21
H 0.07466 1.66204 1.65940 0.05 0.10 0.08
H -0.60223 0.18740 2.24723 -0.09 -0.05 0.11
H -2.87195 0.33656 1.86767 -0.21 0.13 0.05
H -2.33755 -1.07981 1.00579 0.01 -0.10 0.05
H -3.43997 0.04320 0.20431 -0.16 0.05 -0.07
H -2.81000 2.34748 -0.16255 -0.06 0.08 -0.18
H -1.12857 2.86016 -0.22496 0.13 0.14 -0.01
H -1.95973 2.62970 1.33797 0.07 0.10 0.13
Ba 4.50049 2.56264 0.42354 2.20 1.01 0.13
```
Forces are in eV/Å.

Calculated values
2S+1 ... 2
DFT total energy ... -1398.294353 a.u.
Total charge ... +2
<S²> ... 0.7539

---

# 5
Density functional theory data (ωB97M-V/def2-TZVPD) for a molecular structure, C9H21BaO12.

Geometry as XYZ:
```
43
Properties=species:S:1:pos:R:3:forces:R:3
Ba -0.47243 -0.20723 0.90408 2.22 0.26 2.22
O -0.19403 -4.10360 2.27968 -0.10 -0.04 0.05
C 0.50317 -3.13807 3.06464 -0.16 1.55 -0.16
O -0.00561 -1.96560 2.95745 -0.52 -0.68 -0.62
O 1.46216 -3.50392 3.69569 0.34 -0.64 0.10
H -1.00428 -3.60592 2.12237 -0.10 -0.21 -0.22
O 4.12464 0.93132 1.24701 -0.63 -0.10 -0.24
C 2.78697 0.53491 1.24276 -0.58 0.19 -0.37
O 2.11441 0.95236 0.22897 -0.11 -0.03 -0.32
O 2.35013 -0.15225 2.14321 0.15 -0.41 0.20
H 4.13317 1.44154 0.42792 0.36 0.14 0.03
O -1.20257 3.47947 3.51428 -0.26 0.26 -0.26
C -0.50738 2.36201 4.00800 0.76 -1.10 0.14
O -0.25493 2.37756 5.21773 -0.27 0.27 -0.32
O -0.21961 1.49788 3.14085 -0.73 0.28 -0.51
H -1.29564 4.01637 4.30998 -0.05 0.07 -0.03
C -1.23079 -0.86530 -3.25802 -0.22 -0.55 -0.68
C -0.35219 0.34709 -3.18621 0.55 0.86 0.31
O -0.11783 0.70138 -1.81174 -0.66 -0.20 -0.35
H -2.27599 -0.64197 -3.03497 0.09 0.10 0.25
H -0.89753 -1.70694 -2.64855 0.15 0.23 0.22
H -1.23451 -1.24319 -4.28678 0.03 0.09 0.04
H -0.81495 1.18993 -3.71837 -0.18 -0.10 0.15
H 0.62471 0.23298 -3.66968 -0.10 -0.47 0.02
H 0.19987 1.60895 -1.75502 0.29 -0.10 0.14
C 3.06476 -2.72117 -0.50510 0.37 0.06 0.41
C 1.77249 -2.22920 -1.14034 0.43 -0.53 0.63
O 0.69143 -2.53004 -0.23059 -0.34 0.41 -0.72
H 3.26994 -3.78067 -0.67702 -0.16 0.01 -0.06
H 2.97998 -2.56469 0.57536 -0.03 -0.02 -0.04
H 3.95603 -2.15717 -0.78741 -0.15 0.04 -0.33
H 1.56900 -2.72174 -2.09720 0.06 0.22 -0.10
H 1.83247 -1.14601 -1.24425 -0.30 0.02 -0.04
H 0.76607 -3.45086 0.04696 -0.06 0.06 0.39
C -3.00033 3.00184 -1.57811 0.33 -0.64 -0.29
C -3.13136 1.97499 -0.46897 0.17 0.76 0.55
O -1.99709 2.02209 0.40191 -0.20 -0.08 -0.37
H -3.78526 2.89088 -2.32767 -0.20 0.20 0.17
H -2.05995 2.83031 -2.10687 0.06 0.15 0.09
H -2.99605 3.99733 -1.13993 -0.08 0.13 -0.18
H -3.18033 0.94939 -0.82988 -0.13 0.00 -0.15
H -4.01605 2.21739 0.12744 -0.17 -0.37 -0.11
H -1.95468 2.87752 0.84640 0.14 -0.12 0.38
```
Forces are in eV/Å.

Calculated values
2S+1 ... 1
DFT total energy ... -1284.153376 a.u.
Total charge ... -1

---

# 6
Density functional theory data (ωB97M-V/def2-TZVPD) for 4 unconnected molecules or ions with the total composition C9H21BrN3O3.

Geometry as XYZ:
```
37
Properties=species:S:1:pos:R:3:forces:R:3
Br 0.58069 -1.16852 -0.57139 -0.12 -0.04 0.04
C 2.07692 2.23911 -2.13945 3.32 -0.66 0.39
C 2.17976 2.77596 -0.70797 0.91 -1.13 1.07
O 2.47034 3.94282 -0.47740 -0.36 -0.55 0.07
N 1.99675 1.81938 0.32530 0.55 0.26 -0.89
C 2.10107 2.17300 1.75017 -2.59 0.05 1.07
H 2.09851 2.93623 -2.91599 -0.42 1.96 -0.59
H 1.26010 1.65991 -2.23235 -3.14 -1.96 -0.28
H 2.88018 1.54818 -2.57322 -0.46 0.60 1.64
H 1.71578 0.81936 0.10549 0.30 1.49 0.07
H 2.24840 1.25258 2.42272 -1.03 0.94 -1.35
H 1.10012 2.81791 2.04299 2.43 -1.74 -0.27
H 2.94197 2.74176 2.11834 0.43 0.72 -0.96
C -1.81827 2.47563 -0.05390 -0.07 1.46 -1.55
C -2.16204 2.42313 -1.52605 -1.10 1.09 -1.66
O -2.86833 3.24606 -2.11207 0.17 0.00 0.72
N -1.72549 1.33005 -2.22774 0.07 0.64 -0.97
C -1.86034 1.23804 -3.72924 5.01 -9.10 4.82
H -0.77925 2.66266 0.07213 0.97 0.87 0.12
H -1.83348 1.48568 0.13195 -0.47 -3.51 1.72
H -2.46197 3.06097 0.59791 0.03 0.05 -0.43
H -0.95214 0.82307 -1.81997 -0.03 -0.55 -0.01
H -2.40663 1.83171 -4.18082 -4.94 6.57 -3.56
H -2.36748 0.19315 -3.98879 1.01 1.82 0.75
H -0.84698 1.12304 -4.16432 -0.56 0.47 0.15
C 1.41999 -4.64019 1.76557 -5.54 2.56 -5.33
C 0.13269 -4.44141 2.54447 0.45 -0.21 0.02
O 0.06353 -4.97141 3.64490 -0.78 0.31 0.14
N -0.82474 -3.70117 1.91460 1.85 1.34 -3.14
C -2.06434 -3.21451 2.50584 -0.12 1.79 0.44
H 1.38876 -4.35795 0.60920 -0.37 -0.50 2.30
H 1.79474 -5.53542 1.80095 1.10 -5.75 0.34
H 2.20402 -4.15877 2.05784 4.25 3.99 2.48
H -0.35217 -3.20073 1.01805 -2.01 -1.02 2.60
H -2.87251 -3.91204 2.50074 -0.12 -1.33 0.34
H -2.64591 -2.38720 1.91336 2.13 -0.89 0.97
H -1.81224 -2.93005 3.57814 -0.76 -0.04 -1.30
```
Forces are in eV/Å.

Calculated values
2S+1 ... 1
DFT total energy ... -3319.570876 a.u.
Total charge ... -1